Below is a structure of composition C18H36LiO6 in a non-equilibrium geometry, with properties calculated with ωB97M-V/def2-TZVPD.

The lowest unoccupied orbital energy is 2.83 eV. The orbital gap is 6.147 eV.

```
! wB97M-V def2-TZVPD RIJCOSX def2/J DEFGRID3
* xyz -1 1
Li 0.64 0.51 0.20
O 2.29 0.65 0.73
C 2.89 -0.47 0.16
C 2.20 -0.50 -1.21
O 0.86 -0.70 -1.02
H 2.79 -1.47 0.73
H 4.05 -0.41 -0.10
H 2.71 -1.20 -1.87
H 2.44 0.47 -1.73
C -0.82 -3.32 -2.39
C -2.21 -2.92 -1.67
C -2.42 -4.24 -0.94
O -1.18 -4.59 -0.40
C -0.21 -4.30 -1.45
H -0.24 -2.35 -2.48
H -1.02 -3.74 -3.37
H -2.98 -2.58 -2.38
H -1.96 -2.06 -0.98
H -2.66 -5.06 -1.70
H -3.22 -4.11 -0.14
H 0.08 -5.22 -1.97
H 0.67 -3.96 -0.93
C 3.89 3.47 -0.23
C 3.34 3.74 1.18
C 1.91 4.05 1.04
O 1.77 4.50 -0.31
C 2.73 3.84 -1.12
H 4.26 2.39 -0.36
H 4.78 4.04 -0.46
H 3.89 4.53 1.78
H 3.43 2.79 1.69
H 1.50 4.86 1.66
H 1.28 3.18 1.20
H 3.14 4.56 -1.85
H 2.37 3.00 -1.63
C -3.46 1.84 0.05
C -3.09 0.88 -1.10
C -1.67 1.30 -1.53
O -1.13 1.74 -0.30
C -2.13 2.48 0.41
H -3.85 1.42 1.00
H -4.12 2.65 -0.19
H -3.84 0.84 -1.97
H -3.05 -0.16 -0.78
H -1.71 2.10 -2.22
H -1.08 0.50 -1.95
H -1.99 3.53 0.13
H -2.07 2.36 1.49
C 0.38 -1.88 2.16
C -0.89 -2.00 1.38
C -1.81 -1.00 2.02
O -0.96 -0.09 2.73
C -0.01 -0.98 3.34
H 1.14 -1.36 1.57
H 0.85 -2.81 2.43
H -1.26 -3.01 1.46
H -0.68 -1.69 0.38
H -2.47 -1.63 2.67
H -2.45 -0.50 1.32
H -0.47 -1.53 4.13
H 0.85 -0.38 3.71
*
```

These are the Mulliken partial charges, in e, on atoms 1 to 6:
1 Li 0.846
2 O -1.096
3 C -0.281
4 C -0.476
5 O -0.817
6 H 0.144

Below is a structure of composition C18H36N2O5OsP in a non-equilibrium geometry, with properties calculated with ωB97M-V/def2-TZVPD.

As for the energy above the lowest of the compared OMol25 structures with the same formula, charge and spin: 188.3 kJ/mol. The lowest unoccupied orbital energy (alpha / beta) is -2.48 / -4.60 eV. The orbital gap (alpha / beta) is 9.199 / 8.149 eV. As for the expectation value of S²: 6.014.

```
! wB97M-V def2-TZVPD RIJCOSX def2/J DEFGRID3
* xyz 1 5
Os 1.26 1.31 -1.16
O 2.43 2.68 -2.43
C 3.38 1.82 -3.17
C 4.05 0.74 -2.27
N 3.02 -0.16 -1.65
C 3.40 -0.47 -0.27
C 3.40 0.73 0.68
O 4.07 0.80 1.64
O 2.50 1.65 0.31
C 2.49 -1.18 -2.54
C 1.30 -0.61 -3.34
O 1.06 -1.06 -4.43
O 0.70 0.53 -2.94
H 2.85 3.34 -1.86
H 4.12 2.48 -3.75
H 2.71 1.26 -3.80
H 4.71 1.26 -1.60
H 4.71 0.09 -2.90
H 4.42 -0.92 -0.23
H 2.69 -1.22 0.14
H 2.05 -1.99 -1.92
H 3.19 -1.64 -3.18
C -0.18 -2.17 2.29
C -0.64 -0.70 2.43
C 0.66 0.01 2.79
C -1.80 -0.63 3.45
P -1.11 -0.08 0.67
N 0.23 0.18 -0.19
C -2.06 -1.42 -0.19
C -0.93 -2.43 -0.61
C -3.20 -2.07 0.59
C -2.64 -0.90 -1.46
C -1.97 1.53 0.72
C -1.97 2.14 -0.66
C -3.42 1.39 1.25
C -1.10 2.48 1.62
H 0.19 -2.50 3.29
H 0.74 -2.16 1.73
H -0.97 -2.86 1.89
H 1.14 -0.62 3.51
H 0.52 1.00 3.21
H 1.27 0.17 1.89
H -1.42 -0.63 4.43
H -2.54 -1.38 3.32
H -2.30 0.32 3.44
H -0.40 -2.94 0.13
H -0.15 -1.87 -1.07
H -1.27 -3.19 -1.27
H -2.93 -2.73 1.44
H -3.70 -2.77 -0.10
H -3.85 -1.23 0.81
H -1.98 -0.28 -1.98
H -3.67 -0.43 -1.22
H -2.95 -1.78 -2.12
H -2.30 3.09 -0.62
H -2.72 1.65 -1.32
H -1.01 2.27 -1.15
H -3.99 0.85 0.52
H -3.92 2.42 1.27
H -3.50 0.85 2.25
H -0.03 2.40 1.40
H -1.20 2.07 2.63
H -1.42 3.53 1.64
*
```

These are the Mulliken partial charges, in e, on atoms 1 to 6:
1 Os 2.691
2 O -0.575
3 C -0.655
4 C -0.549
5 N -0.165
6 C -0.509

Below is a structure of composition C18H36N8PdSb in a non-equilibrium geometry, with properties calculated with ωB97M-V/def2-TZVPD.

As for the energy above the lowest of the compared OMol25 structures with the same formula, charge and spin: 178.8 kJ/mol. The lowest unoccupied orbital energy is -3.29 eV. The orbital gap is 5.077 eV.

```
! wB97M-V def2-TZVPD RIJCOSX def2/J DEFGRID3
* xyz 1 1
Pd -10.13 -2.02 13.16
N -12.29 -3.37 16.66
C -12.29 -2.71 15.48
N -11.26 -3.03 14.74
C -10.67 -3.98 15.48
N -11.24 -4.20 16.65
C -9.44 -4.70 15.18
C -8.82 -5.53 16.09
N -7.57 -5.99 15.92
C -6.85 -5.55 14.90
C -7.53 -4.79 13.90
N -8.76 -4.36 14.05
H -13.03 -3.41 17.36
H -13.08 -1.96 15.25
H -9.34 -5.86 16.96
H -5.79 -5.96 14.82
H -7.09 -4.57 12.93
N -16.18 3.94 13.00
C -14.91 3.09 13.01
C -15.18 1.56 12.99
C -13.82 0.75 12.96
N -13.08 0.73 14.25
C -13.02 1.21 11.76
C -12.80 2.71 11.58
N -11.93 3.36 12.67
C -14.13 3.47 11.74
H -16.94 3.87 13.67
H -16.56 3.75 12.07
H -15.86 4.92 12.90
H -14.33 3.36 13.92
H -15.79 1.45 12.04
H -15.82 1.25 13.84
H -14.15 -0.28 12.73
H -12.31 0.07 14.14
H -12.66 1.62 14.45
H -13.49 0.72 10.90
H -12.06 0.74 11.77
H -12.46 2.81 10.55
H -11.63 4.31 12.47
H -11.13 2.84 12.97
H -14.78 3.34 10.89
H -13.87 4.58 11.75
C -7.11 -1.43 14.59
C -7.23 -0.13 13.79
Sb -8.39 -0.66 12.07
C -8.42 0.96 10.63
C -7.04 1.26 10.09
C -6.83 -1.84 11.11
C -5.45 -1.31 11.28
H -6.74 -1.36 15.62
H -6.55 -2.23 14.10
H -8.07 -1.94 14.77
H -6.30 0.16 13.33
H -7.66 0.62 14.33
H -9.03 1.83 10.94
H -9.18 0.71 9.81
H -6.33 1.52 10.87
H -7.11 2.03 9.33
H -6.65 0.39 9.57
H -7.18 -2.00 10.08
H -6.95 -2.83 11.60
H -4.72 -2.05 10.93
H -5.18 -1.03 12.31
H -5.35 -0.45 10.61
*
```

These are the Mulliken partial charges, in e, on atoms 1 to 6:
1 Pd -0.396
2 N 0.059
3 C -0.147
4 N -0.246
5 C 0.148
6 N -0.541